{
  "formula": "C2H3F3Si",
  "method": "ωB97M-V/def2-TZVPD",
  "homo_lumo_gap_ev": [6.142, 7.199],
  "de_lowest_kcal_mol": 217.7,
  "charge": 0,
  "energy_ev": -18144.14170,
  "multiplicity": 3,
  "species": ["C", "C", "F", "F", "F", "Si", "H", "H", "H"],
  "positions_angstrom": [[-2.27827, -0.12035, 0.02498], [-1.49600, -1.03346, 0.07908], [0.32950, 1.47830, -0.21643], [-2.68310, 1.10852, -0.01357], [-1.06206, -2.21101, -0.05079], [1.60270, 0.45605, -0.05819], [3.02882, 0.61456, -0.40097], [1.09259, -0.65944, -0.82542], [1.46582, 0.36683, 1.46130]],
  "forces_ev_per_angstrom": [[-9.236, 1.970, -1.838], [8.537, -0.606, 1.606], [1.222, 0.462, -0.677], [1.829, 0.540, 0.645], [-1.281, -2.005, -0.356], [-1.656, -0.182, 1.939], [-0.160, 0.801, -0.284], [0.201, -0.587, -0.199], [0.545, -0.392, -0.836]],
  "mulliken_charge": [-0.4724, 0.4658, -0.2427, 0.0193, -0.0256, 0.6044, -0.1098, -0.1501, -0.0888]
}

{
  "formula": "C37H50BN8O2Sn",
  "method": "ωB97M-V/def2-TZVPD",
  "homo_lumo_gap_ev": [2.722, 3.627],
  "de_lowest_kcal_mol": 52.2,
  "charge": 3,
  "energy_ev": -61678.88736,
  "species": ["Sn", "C", "C", "C", "C", "N", "N", "B", "N", "N", "C", "C", "C", "C", "C", "C", "C", "C", "N", "N", "C", "C", "C", "C", "C", "C", "C", "C", "C", "C", "C", "C", "H", "H", "H", "H", "H", "H", "H", "H", "H", "H", "H", "H", "H", "H", "H", "H", "H", "H", "H", "H", "H", "H", "H", "H", "H", "H", "H", "H", "H", "H", "H", "H", "H", "H", "H", "H", "H", "H", "H", "H", "O", "C", "O", "C", "C", "C", "C", "C", "C", "N", "C", "C", "C", "C", "C", "C", "N", "H", "H", "H", "H", "H", "H", "H", "H", "H", "H"],
  "positions_angstrom": [[0.64397, -0.20893, 1.03274], [-4.64039, 2.17545, 1.50546], [-3.34134, 1.69766, 2.03976], [-2.91090, 1.72758, 3.42777], [-1.58196, 1.15586, 3.42978], [-1.27320, 0.83467, 2.21488], [-2.37928, 1.17948, 1.35414], [-2.29193, 0.87934, -0.20810], [-2.12901, -0.62673, -0.37221], [-1.08172, -1.32309, 0.18415], [-1.32363, -2.63785, -0.01340], [-2.50795, -2.76529, -0.73886], [-2.99553, -1.48953, -0.93534], [-4.25162, -1.07461, -1.61902], [-0.49884, -3.80469, 0.47913], [0.60706, -3.41103, 1.44889], [0.12418, -4.49857, -0.74093], [-1.44309, -4.77886, 1.20235], [-1.11889, 1.67383, -0.76996], [0.15004, 1.51552, -0.28693], [0.92091, 2.47109, -0.84631], [0.13159, 3.23021, -1.70360], [-1.15089, 2.71020, -1.62666], [-2.37941, 3.16555, -2.33530], [2.38945, 2.66890, -0.53297], [3.20625, 1.50676, -1.10970], [2.87307, 3.97754, -1.16656], [2.60420, 2.76622, 0.98309], [-0.75250, 0.99932, 4.67387], [-1.54175, 0.11266, 5.65155], [0.60303, 0.36985, 4.37769], [-0.55672, 2.39953, 5.27958], [-5.25851, 2.57309, 2.30616], [-5.17720, 1.35799, 1.02314], [-4.48119, 2.95962, 0.76473], [-3.46694, 2.09917, 4.27463], [-3.30675, 1.24085, -0.69951], [-2.97800, -3.67971, -1.05742], [-4.72377, -1.94411, -2.06884], [-4.06032, -0.34221, -2.40245], [-4.96076, -0.63796, -0.91477], [1.39869, -2.83725, 0.96404], [1.08007, -4.31500, 1.83590], [0.21751, -2.86509, 2.31559], [0.78147, -3.81396, -1.28561], [-0.64047, -4.85942, -1.42837], [0.71411, -5.35714, -0.41683], [-1.89087, -4.31447, 2.08239], [-0.88177, -5.65494, 1.52825], [-2.24623, -5.12466, 0.55348], [0.43817, 4.07430, -2.29574], [-2.12865, 3.98135, -3.00851], [-3.13336, 3.52903, -1.63670], [-2.82218, 2.36181, -2.92338], [3.04423, 1.42905, -2.18714], [2.94775, 0.55034, -0.64366], [4.26969, 1.68308, -0.93915], [2.82056, 3.94190, -2.25578], [3.91464, 4.14617, -0.89396], [2.29406, 4.83266, -0.81726], [2.34391, 1.84358, 1.50972], [2.02242, 3.58406, 1.41069], [3.65739, 2.95693, 1.19203], [-1.71784, -0.88219, 5.23915], [-2.50128, 0.55375, 5.92546], [-0.96661, 0.00111, 6.57052], [0.50060, -0.63862, 3.96656], [1.16609, 0.28253, 5.30652], [1.19514, 0.98810, 3.69720], [-1.50448, 2.87137, 5.54307], [-0.01352, 3.05806, 4.59983], [0.02236, 2.30895, 6.19841], [-1.59628, 2.27377, -6.09862], [-1.83707, 1.71066, -4.92153], [-2.85177, 1.90515, -4.31830], [-0.77958, 0.82817, -4.28825], [-1.23968, -0.01295, -3.25263], [-0.36192, -0.78924, -2.55940], [1.02712, -0.75363, -2.88806], [1.48916, 0.11041, -3.92266], [0.58829, 0.87156, -4.61802], [1.85413, -1.45739, -2.11961], [2.93107, -2.12717, -2.29748], [3.82635, -2.37074, -1.18915], [4.98986, -3.10722, -1.35593], [5.83606, -3.25054, -0.25716], [5.46220, -2.65566, 0.93400], [4.25406, -1.94357, 0.99498], [3.45429, -1.79919, -0.03943], [-0.78826, 1.97364, -6.53297], [-2.29862, -0.00838, -3.03450], [-0.68564, -1.45156, -1.75199], [2.54973, 0.16379, -4.13441], [0.95259, 1.53321, -5.39395], [3.14588, -2.59273, -3.26269], [5.23122, -3.55488, -2.31174], [6.75543, -3.81375, -0.33767], [6.07967, -2.73682, 1.81803], [3.94035, -1.48508, 1.92781]],
  "forces_ev_per_angstrom": [[-0.813, -0.490, 1.834], [0.006, -0.065, -0.291], [-0.642, 1.099, 4.851], [0.418, -0.580, -2.191], [-2.859, 1.451, 1.451], [0.506, -0.586, -3.809], [3.526, -1.646, -1.689], [-0.962, -0.173, 2.227], [0.117, -0.148, -0.087], [-0.307, -0.081, 0.368], [-0.130, -0.064, 0.164], [0.042, -0.049, 0.014], [-0.034, 0.012, 0.108], [-0.054, -0.054, 0.062], [0.015, -0.047, -0.011], [0.017, 0.088, 0.084], [0.016, -0.032, -0.012], [-0.036, -0.023, -0.012], [1.154, -0.709, 1.018], [-2.337, 0.483, -1.236], [0.844, 1.508, -0.900], [2.131, 0.185, 0.199], [-2.655, 0.253, -0.817], [2.011, 1.331, 2.151], [0.111, 0.106, 0.074], [-0.104, -0.111, 0.005], [-0.076, -0.035, -0.072], [-0.124, 0.017, 0.082], [-0.140, 0.046, -0.199], [0.159, 0.018, 0.154], [-0.025, 0.018, 0.114], [0.105, -0.096, 0.183], [0.055, -0.024, -0.016], [-0.088, 0.036, -0.005], [-0.098, 0.051, -0.011], [0.018, -0.023, -0.135], [0.045, 0.040, -0.239], [-0.014, -0.003, 0.017], [0.004, -0.009, -0.023], [-0.181, 0.036, 0.009], [0.034, 0.026, -0.012], [0.050, 0.053, -0.049], [-0.013, 0.020, 0.013], [-0.004, 0.006, -0.010], [-0.016, -0.044, 0.031], [-0.008, -0.004, -0.011], [-0.007, 0.013, -0.012], [0.001, 0.003, -0.015], [0.006, 0.015, -0.002], [0.007, -0.016, 0.004], [0.015, 0.060, 0.009], [0.017, 0.026, -0.009], [-0.226, -0.159, 0.226], [-0.286, -0.316, 0.603], [0.067, 0.020, 0.018], [0.054, 0.046, -0.037], [-0.049, 0.012, 0.022], [0.010, 0.009, -0.037], [-0.034, -0.008, -0.010], [0.013, 0.028, 0.031], [0.007, 0.019, 0.018], [0.007, -0.019, 0.030], [-0.022, 0.006, -0.041], [-0.030, 0.017, -0.024], [0.063, -0.013, -0.117], [0.026, -0.040, 0.038], [-0.018, -0.076, -0.011], [0.067, -0.034, -0.024], [0.047, 0.058, -0.029], [0.041, -0.068, -0.106], [-0.030, 0.011, -0.026], [0.052, 0.022, 0.028], [-0.343, -0.007, 0.493], [1.418, -0.513, -0.939], [-1.217, -0.677, -1.805], [-0.298, -0.079, 0.288], [0.080, 0.353, -0.649], [0.094, -0.652, -0.032], [-0.149, 0.007, 0.365], [0.104, 0.181, -0.124], [0.138, 0.049, -0.015], [-0.035, 0.032, -0.846], [0.094, -0.266, 0.375], [0.061, 0.035, -0.413], [0.120, -0.085, 0.010], [-0.117, 0.052, 0.059], [0.035, -0.055, -0.143], [0.108, -0.004, 0.067], [-0.037, 0.182, 0.539], [0.028, -0.083, -0.047], [0.166, -0.094, -0.025], [0.394, 0.261, -0.929], [-0.025, -0.032, -0.063], [0.023, -0.009, -0.025], [-0.140, 0.027, -0.031], [0.019, 0.014, 0.000], [0.002, 0.002, 0.007], [0.012, -0.018, -0.002], [0.001, -0.022, -0.013]],
  "mulliken_charge": [0.3096, -1.3373, 0.8136, -1.3434, -0.3910, 0.9903, -0.0479, -1.1621, 0.6360, 0.2559, 0.0602, -1.4910, 0.8688, -1.3515, 2.2795, -1.3583, -1.5743, -1.7993, 1.0173, 0.5173, -0.3592, -0.8013, 0.5202, -1.4021, 1.6206, -0.9982, -2.1952, -1.4506, 2.1050, -1.6160, -1.5481, -1.5917, 0.4046, 0.2638, 0.2561, 0.5750, 0.0215, 0.6715, 0.4896, 0.2591, 0.2789, -0.4157, 0.6469, 0.1929, 0.1124, 0.4019, 0.4851, 0.4000, 0.5030, 0.3629, 0.7920, 0.4937, 0.2606, 0.4197, 0.2045, -0.2196, 0.5890, 0.4445, 0.4438, 0.4743, 0.0342, 0.4681, 0.4878, 0.3398, 0.3635, 0.4708, 0.0666, 0.5969, 0.0894, 0.3716, 0.3230, 0.4700, -0.4532, 0.3290, -0.4868, 0.1938, -0.5720, 0.6658, -0.2397, -1.2369, -0.7523, 0.7484, -0.7860, 1.0793, -1.0072, -0.5445, -0.7839, -0.1826, 0.2030, 0.3372, 0.8147, 0.1004, 0.6159, 0.3722, 0.5507, 0.5379, 0.4749, 0.4749, 0.4768]
}

{
  "formula": "C5H10O2",
  "method": "ωB97M-V/def2-TZVPD",
  "homo_lumo_gap_ev": 11.032,
  "de_lowest_kcal_mol": 61.5,
  "charge": 0,
  "smiles": "C1OC[C@H]2C[C@@H]12.O",
  "energy_ev": -9440.37407,
  "species": ["C", "O", "C", "C", "C", "C", "H", "H", "H", "H", "H", "H", "H", "H", "O", "H", "H"],
  "positions_angstrom": [[-1.13259, 0.89976, -0.20874], [-1.28660, -0.08063, -1.21603], [-1.20118, -1.34389, -0.57055], [-0.17781, -1.18271, 0.52070], [1.07250, -0.54087, 0.10204], [-0.09738, 0.29385, 0.74548], [-0.87472, 1.84941, -0.69474], [-2.09118, 1.05614, 0.32441], [-0.91122, -2.06941, -1.33095], [-2.15423, -1.61989, -0.10516], [-0.15642, -1.82173, 1.39110], [1.25874, -0.43171, -0.97065], [2.00285, -0.76577, 0.62679], [-0.11564, 0.66788, 1.77425], [2.32016, 1.70194, 0.29228], [2.22411, 1.77051, -0.66321], [1.45285, 1.35865, 0.55613]],
  "forces_ev_per_angstrom": [[0.176, 0.065, 0.113], [-0.097, -0.098, -0.073], [-0.177, -0.407, -0.013], [-0.267, -0.368, 0.077], [-0.163, 0.031, 0.044], [-0.021, -0.171, -0.010], [0.143, -0.264, 0.101], [0.339, -0.073, 0.015], [-0.169, -0.059, 0.030], [-0.147, -0.050, -0.234], [-0.205, -0.248, -0.128], [-0.361, 0.161, 0.332], [-0.559, 0.359, 0.213], [0.478, -0.138, -0.379], [0.313, 0.883, -0.120], [0.205, 0.136, 0.018], [0.510, 0.241, 0.014]],
  "mulliken_charge": [-0.4369, -0.4087, -0.6565, -0.1513, -0.7965, -0.2672, 0.3120, 0.2732, 0.3359, 0.3107, 0.4124, 0.3334, 0.3466, 0.5180, -0.7177, 0.3112, 0.2813]
}